Entry 1:
Computed, not measured: C22H25IrN5PSe2 as an isolated structure, with ωB97M-V with the def2-TZVPD basis set.

```
56
Properties=species:S:1:pos:R:3:forces:R:3
Ir 0.084916 -1.239570 0.499526 -0.16 0.42 -0.20
C -3.391240 -2.209457 0.228102 -0.13 0.05 -0.03
C -2.076866 -2.534798 0.854937 0.03 0.08 -0.14
C -1.111637 -3.296131 0.144233 -0.03 -0.07 0.08
C -0.014095 -3.887047 0.821870 -0.17 0.09 -0.09
C 0.815557 -4.908251 0.128443 0.14 -0.05 -0.06
C 0.204011 -3.541927 2.168024 -0.05 0.06 0.06
C -0.641754 -2.655398 2.851624 -0.08 -0.03 -0.10
C -0.398700 -2.282652 4.272309 0.00 0.08 0.20
C -1.782063 -2.164298 2.178055 0.03 -0.01 0.08
H -3.306227 -2.056488 -0.846753 0.01 -0.02 0.00
H -3.868707 -1.344278 0.686595 0.02 -0.01 0.01
H -4.062398 -3.059721 0.383902 0.03 -0.02 0.01
H -1.343644 -3.635479 -0.858736 0.07 0.14 -0.06
H 0.978546 -4.663551 -0.921172 -0.01 0.03 0.01
H 0.275014 -5.860590 0.146194 -0.03 0.02 0.03
H 1.771953 -5.060937 0.620337 -0.01 0.00 0.02
H 1.032021 -3.996816 2.698250 0.05 0.07 -0.02
H -0.355963 -1.198121 4.395530 0.02 -0.01 -0.05
H 0.517337 -2.719524 4.662267 0.00 -0.01 -0.01
H -1.232712 -2.616977 4.895220 0.02 -0.07 -0.04
H -2.494197 -1.560815 2.730745 0.04 0.07 -0.04
Se 1.421266 0.402301 -1.632057 -0.05 -0.31 0.10
P -0.267428 1.790112 -1.261091 -0.60 1.17 -0.03
Se -1.605416 0.623115 0.086821 0.55 -0.70 0.11
C -1.048999 2.163713 -2.837309 0.31 -0.42 0.62
C -0.328505 2.997806 -3.698425 0.06 0.13 -0.12
C -0.908875 3.381348 -4.893408 0.04 -0.05 0.12
C -2.183364 2.922648 -5.216863 0.02 0.02 -0.10
C -2.891362 2.097325 -4.351602 -0.06 -0.10 0.09
C -2.322064 1.693437 -3.154962 -0.06 0.01 -0.13
C 0.185252 3.318476 -0.434392 0.11 -0.62 -0.20
C -0.685804 4.397480 -0.595040 -0.05 0.02 -0.10
C -0.464122 5.551726 0.137093 0.05 0.00 0.02
C 0.615003 5.622878 1.011340 -0.10 0.02 -0.06
C 1.489273 4.550020 1.149479 0.11 -0.05 0.07
C 1.273992 3.385568 0.435522 -0.01 0.04 -0.03
H 0.660953 3.352996 -3.432535 -0.02 0.03 -0.02
H -0.375350 4.042562 -5.561857 0.00 -0.04 -0.04
H -2.621888 3.204359 -6.165357 -0.05 0.05 0.04
H -3.889351 1.766677 -4.605098 0.02 -0.01 -0.05
H -2.868092 1.040673 -2.485534 0.00 0.02 0.00
H -1.514537 4.340045 -1.290029 -0.02 0.04 0.03
H -1.126826 6.397604 0.016078 0.00 0.00 0.02
H 0.778316 6.525084 1.585520 0.03 0.01 -0.02
H 2.338599 4.631666 1.814267 0.00 -0.01 -0.01
H 1.960427 2.550022 0.526389 0.01 0.01 0.04
N 4.993039 -3.039518 1.166466 0.27 -0.30 -0.01
N 4.019332 -2.148065 1.263243 -0.30 0.05 -0.04
N 4.234661 -0.940539 1.743801 0.34 -0.05 0.03
C 3.047066 -0.385219 1.655821 -0.39 -0.01 -0.04
N 2.154306 -1.249039 1.144680 -0.22 0.09 0.03
N 2.797907 -2.394841 0.899386 0.43 -0.02 0.02
H 5.915228 -2.773344 1.470959 -0.05 0.20 0.07
H 4.783583 -3.945054 0.786139 -0.13 0.01 -0.05
H 2.834628 0.618802 1.983052 -0.04 -0.01 -0.01
```
Forces are in eV/Å.

* 2S+1: 6
* charge: +3
* Kohn-Sham gap (alpha / beta): 8.38 / 4.96 eV
* highest occupied orbital energy (alpha / beta): -17.4 / -17.4 eV

Results of the Löwdin charge analysis, in e, for atoms 1 through 5:
1 Ir 0.993
2 C -0.048
3 C -0.374
4 C -0.089
5 C -0.287

=====

Entry 2:
Computed, not measured: C22H25MoN5 as an isolated structure, with ωB97M-V with the def2-TZVPD basis set.

```
53
Properties=species:S:1:pos:R:3:forces:R:3
Mo -0.101469 -1.207797 -0.745369 0.95 -2.85 1.29
C -0.813472 0.309055 -3.657565 -0.18 0.53 -0.02
C -2.194069 0.618767 -3.149541 -0.28 -0.03 -0.23
C -3.225140 0.896212 -4.059169 0.04 -0.04 0.52
C -4.515428 1.165530 -3.606953 0.15 -0.02 0.19
C -4.793450 1.149253 -2.242637 0.55 -0.15 -0.26
C -3.780380 0.870434 -1.314272 -0.13 0.16 0.07
C -4.110222 0.834052 0.152522 -0.03 -0.14 0.05
C -2.464160 0.638635 -1.767331 -2.31 0.23 -1.82
N -1.446969 0.361552 -0.839797 1.21 0.35 0.44
C -0.762246 1.334688 -0.323437 -0.31 0.60 0.55
C -0.888338 2.799596 -0.646654 0.29 -0.50 -0.22
C 0.221874 0.963365 0.767733 0.41 0.77 0.26
C 0.194700 1.806956 2.014349 -0.08 -0.43 -0.29
N 1.034176 -0.013564 0.506300 -1.96 0.61 -0.04
C 2.049949 -0.339925 1.419122 2.22 -0.93 1.41
C 3.308909 0.289737 1.323088 0.14 0.20 0.06
C 3.580292 1.321302 0.262818 0.05 -0.07 -0.13
C 4.317650 -0.034816 2.241148 -0.53 -0.32 0.02
C 4.096386 -0.999687 3.221342 -0.16 0.10 -0.18
C 2.868185 -1.653641 3.290856 0.01 0.31 -0.40
C 1.841470 -1.341352 2.387998 0.06 -0.27 0.20
C 0.530172 -2.072206 2.465689 0.27 -0.08 0.54
H -0.799745 0.222550 -4.749303 0.08 -0.10 0.30
H -0.460585 -0.644151 -3.250755 0.29 -0.37 -0.05
H -0.117806 1.105710 -3.376607 0.19 -0.12 -0.06
H -3.029513 0.893226 -5.128888 0.10 -0.04 0.22
H -5.309007 1.372515 -4.320281 0.16 -0.03 0.12
H -5.809735 1.341789 -1.906412 0.25 -0.08 0.08
H -5.192863 0.820065 0.318045 0.29 0.09 -0.08
H -3.702797 1.716796 0.654597 -0.06 -0.08 0.15
H -3.703534 -0.069569 0.618784 0.00 0.15 0.08
H -1.141640 2.958119 -1.696813 -0.22 -0.14 0.12
H 0.060381 3.308858 -0.454354 -0.14 -0.07 0.16
H -1.665474 3.243400 -0.018685 -0.03 0.04 -0.03
H -0.813206 2.197639 2.180785 0.12 0.07 -0.17
H 0.887691 2.644836 1.899614 0.01 0.03 0.09
H 0.474608 1.227795 2.896579 0.23 -0.03 -0.19
H 3.216588 0.983078 -0.713022 -0.01 0.15 0.03
H 4.654272 1.507502 0.154828 -0.29 0.00 0.11
H 3.095026 2.267001 0.522903 0.07 0.05 -0.16
H 5.287696 0.453779 2.188079 -0.23 -0.02 -0.13
H 4.887663 -1.252806 3.922015 -0.15 0.04 -0.11
H 2.718549 -2.418475 4.049676 -0.12 0.12 -0.20
H 0.569983 -2.887424 3.196042 0.01 0.21 -0.12
H 0.280548 -2.515143 1.496155 0.10 -0.13 0.56
H -0.268164 -1.388749 2.771115 -0.14 -0.14 -0.06
N 1.272260 -2.743082 -0.617791 -3.41 4.18 -1.18
C 2.041599 -3.604419 -0.544779 6.62 -8.49 1.77
N 2.962362 -4.636084 -0.456699 -4.37 3.86 0.04
C 2.861834 -5.571296 0.560820 -0.33 1.54 -0.72
N 2.777884 -6.352343 1.410648 0.15 0.34 -0.49
H -0.983294 -1.877265 0.693463 0.44 0.92 -2.08
```
Forces are in eV/Å.

* 2S+1: 3
* charge: +2
* Kohn-Sham gap (alpha / beta): 5.04 / 5.33 eV
* highest occupied orbital energy (alpha / beta): -15.0 / -14.9 eV

Results of the Löwdin charge analysis, in e, for atoms 1 through 5:
1 Mo 1.589
2 C -0.031
3 C -0.216
4 C -0.006
5 C -0.021

=====

Number 1: maximum force 1.31 eV Å⁻¹. Number 2: maximum force 10.91 eV Å⁻¹.